[1]
C3H5CoO3 as an isolated structure, computed with ωB97M-V with the def2-TZVPD basis set.

```
12
Properties=species:S:1:pos:R:3:forces:R:3
H 1.179812 -0.835368 -1.620367 0.4 -0.1 0.5
C 1.119577 -0.860340 -0.512991 -1.2 -1.2 0.3
C -0.043734 0.003823 -0.060159 0.7 1.4 1.1
O -1.220064 -0.618001 0.483481 1.6 -2.1 0.6
C -2.139700 0.114319 1.031576 -1.1 0.1 -0.2
O -2.488353 0.998071 0.108504 -0.2 1.0 -0.1
Co 3.522422 0.858359 0.128795 0.1 0.0 0.0
O 2.220345 -0.364441 0.174285 0.9 -0.4 -0.5
H 0.883305 -1.889151 -0.170290 0.4 0.2 -0.4
H 0.542029 0.440848 0.889071 -2.0 0.3 -2.2
H -0.401857 0.583159 -0.924441 0.6 0.8 0.8
H -3.173781 1.568724 0.472534 0.0 0.0 0.1
```
Positions in Å, forces in eV/Å.

Properties
Relative energy (zero: lowest compared OMol25 entry of this formula, charge and spin) = 72.32 kcal/mol
Frontier orbital gap (spin up / spin down) = 8.1 / 7.6 eV
2S+1 = 5
Highest occupied orbital energy (spin up / spin down) = -7.72 / -8.80 eV
E = -46955.0832 eV

---

[2]
A 3-piece molecular cluster, C16H39N3O8Si overall, computed with ωB97M-V with the def2-TZVPD basis set.

```
67
Properties=species:S:1:pos:R:3:forces:R:3
O 6.568084 -3.687830 2.935450 0.2 -0.1 -0.3
N 6.166690 -2.700497 3.388385 -0.1 0.1 0.5
O 5.312300 -2.016797 2.488719 -0.3 -0.2 0.0
Si 3.903494 -1.394980 3.204327 -0.3 0.2 -0.3
C 2.765111 -0.933384 1.787571 0.0 -0.1 0.1
C 1.294929 -1.253708 2.080994 0.3 0.0 0.5
C 0.969989 -2.748010 2.123651 -0.3 -0.1 0.1
C -0.154421 -3.008383 3.091506 0.2 -0.6 0.5
O -0.068463 -3.706630 4.080840 -0.3 0.6 -0.8
O -1.284593 -2.341496 2.760386 0.2 0.0 -0.1
H 4.188397 -0.224605 4.054117 0.1 0.0 0.0
H 3.250440 -2.425760 4.034568 0.2 -0.1 0.1
H 2.850173 0.142089 1.637837 0.1 0.1 -0.2
H 3.072730 -1.434349 0.872552 0.1 0.0 -0.1
H 1.046663 -0.833543 3.057242 -0.1 0.2 0.1
H 0.657763 -0.740343 1.375695 -0.2 0.0 -0.2
H 0.703789 -3.116664 1.136572 0.0 0.0 -0.2
H 1.796608 -3.349262 2.483050 0.2 0.0 0.0
H -1.937208 -2.520955 3.447474 -0.1 -0.1 0.2
C -0.014029 1.782043 0.329956 -0.1 -0.1 0.1
O -0.297221 1.857786 1.714426 0.1 0.0 -0.3
C -0.269186 3.177472 2.244321 0.0 0.0 0.3
C -1.660287 3.710989 2.514582 -0.1 0.0 -0.1
N -2.392221 3.983957 1.285754 -0.1 -0.2 0.0
C -3.830199 4.196613 1.441432 0.1 0.1 -0.1
C -4.679114 3.136754 2.137912 -0.2 0.1 0.1
O -4.878183 1.942387 1.407880 0.1 0.0 0.0
C -3.793060 1.036089 1.412317 -0.1 0.0 -0.1
H 0.210872 0.743459 0.093334 0.0 0.0 0.0
H -0.873251 2.084196 -0.278466 0.1 0.1 -0.1
H 0.851011 2.394695 0.060793 0.0 0.0 0.0
H 0.297790 3.847539 1.591241 -0.1 0.0 -0.1
H 0.257723 3.119263 3.200157 0.0 0.0 0.0
H -1.570581 4.641242 3.084627 0.0 0.0 0.0
H -2.166922 2.977098 3.153871 0.0 0.0 0.1
H -2.246764 3.226277 0.633852 0.0 0.0 0.0
H -4.241050 4.336496 0.439198 0.0 0.0 0.0
H -3.973404 5.142610 1.974774 0.0 0.0 0.1
H -5.676676 3.565171 2.257804 0.0 0.0 0.0
H -4.318594 2.907593 3.148549 0.1 0.0 0.0
H -3.291150 1.005241 2.383098 0.1 0.0 0.0
H -3.065372 1.273006 0.630817 0.1 0.0 0.1
H -4.193869 0.045575 1.198628 0.0 0.0 0.0
C 2.115734 0.136679 -5.686427 0.0 0.1 0.1
O 1.074715 0.652481 -4.882558 0.1 -0.1 0.0
C -0.225699 0.176081 -5.198953 -0.2 0.1 0.0
C -0.740277 -0.816647 -4.177837 0.1 -0.2 0.0
N -0.030506 -2.087127 -4.239794 0.2 0.1 0.2
C -0.245084 -2.985725 -3.107426 0.0 0.0 -0.2
C 0.027466 -2.490305 -1.691040 -0.1 -0.1 0.2
O 1.392737 -2.315852 -1.359013 0.0 0.1 0.0
C 1.997136 -1.146690 -1.879265 0.1 -0.1 0.1
H 2.989226 0.767473 -5.530058 0.0 0.0 0.0
H 2.386688 -0.889423 -5.414058 0.0 0.0 -0.1
H 1.851271 0.163366 -6.747135 0.0 0.0 0.0
H -0.250547 -0.244895 -6.208558 0.0 -0.1 0.0
H -0.887604 1.045559 -5.184217 0.0 0.0 0.0
H -1.801183 -0.998582 -4.376890 0.0 0.0 0.0
H -0.664636 -0.336118 -3.193675 -0.1 0.1 0.0
H 0.960275 -1.914212 -4.336123 0.0 0.0 0.0
H 0.382201 -3.864398 -3.272368 0.0 0.0 0.0
H -1.284307 -3.329541 -3.145521 0.0 0.0 0.1
H -0.332646 -3.268020 -1.012675 0.0 0.0 0.0
H -0.540901 -1.583334 -1.446810 0.1 0.1 -0.1
H 1.311062 -0.295046 -1.870366 0.0 0.0 -0.1
H 2.373368 -1.304994 -2.893063 -0.1 0.1 0.0
H 2.852776 -0.909176 -1.247963 0.0 0.0 0.0
```
Positions in Å, forces in eV/Å.

Properties
Structure (SMILES) = O=NO[SiH2]CCCC(=O)O.COCCNCCOC.COCCNCCOC
Relative energy (zero: lowest compared OMol25 entry of this formula, charge and spin) = 0.00 kcal/mol
Frontier orbital gap = 9.0 eV
Highest occupied orbital energy = -8.82 eV
E = -45948.1200 eV

---

[3]
One molecule with the formula C17H33NO2, computed with ωB97M-V with the def2-TZVPD basis set.

```
53
Properties=species:S:1:pos:R:3:forces:R:3
C 8.019434 2.353233 -0.460661 0.4 -0.1 0.0
O 6.691553 1.853356 -0.379287 -0.3 0.2 0.0
C 6.565841 0.553606 -0.072090 -0.2 0.0 0.0
O 7.503650 -0.174576 0.113416 0.1 0.0 0.0
C 5.109539 0.163530 0.022383 0.2 -0.3 -0.1
C 4.910990 -1.331859 -0.218346 -0.1 0.1 0.3
C 3.516067 -1.816193 0.172311 0.1 0.2 -0.3
C 2.414858 -1.236075 -0.713273 -0.1 -0.3 0.2
C 1.041946 -1.854683 -0.445022 0.0 0.1 0.1
C 0.501805 -1.631927 0.969505 0.0 0.1 -0.1
C 0.388556 -0.166621 1.396074 0.0 -0.1 -0.2
C -0.495586 0.700656 0.498367 -0.1 -0.2 0.3
C -1.958355 0.267568 0.489855 0.0 0.3 -0.3
C -2.813556 1.232121 -0.347701 0.2 -0.2 0.1
N -4.232314 0.957803 -0.408863 0.0 0.0 0.0
C -4.582883 -0.293499 -1.048827 -0.2 0.1 -0.3
C -6.070576 -0.286328 -1.393521 0.1 -0.3 0.2
C -6.895449 -0.095685 -0.125191 0.0 0.2 -0.2
C -6.437991 1.175575 0.581873 0.1 -0.2 0.2
C -4.935841 1.108760 0.848329 -0.2 0.2 0.0
H 8.517532 2.264767 0.506932 0.0 0.0 -0.1
H 8.590825 1.790646 -1.201591 0.0 0.1 0.1
H 7.934899 3.396602 -0.752792 0.0 0.0 0.0
H 4.543018 0.773293 -0.680742 0.0 0.0 0.1
H 4.777828 0.421088 1.032608 0.0 0.1 0.0
H 5.096335 -1.554837 -1.271045 0.1 -0.1 0.0
H 5.658725 -1.870002 0.367422 0.0 0.0 -0.1
H 3.329699 -1.554276 1.215142 0.0 -0.1 0.1
H 3.491677 -2.905609 0.094217 0.0 -0.1 0.1
H 2.358605 -0.156083 -0.576293 0.0 0.1 -0.1
H 2.673724 -1.421195 -1.759155 0.0 0.1 0.0
H 1.102321 -2.932423 -0.618428 0.0 0.0 -0.1
H 0.330695 -1.451372 -1.168589 -0.1 -0.1 -0.1
H 1.147401 -2.146164 1.684428 -0.1 -0.1 0.1
H -0.481642 -2.101637 1.036268 0.0 -0.1 0.1
H -0.013078 -0.139458 2.412615 0.1 0.1 0.0
H 1.386404 0.275003 1.432779 0.1 0.0 0.1
H -0.439046 1.732127 0.857307 0.0 0.1 -0.1
H -0.110087 0.692387 -0.522563 0.0 0.1 -0.1
H -2.044660 -0.737118 0.074145 0.0 -0.1 0.1
H -2.332908 0.245739 1.515626 0.0 -0.1 0.1
H -2.697813 2.246242 0.048531 0.1 0.0 -0.1
H -2.439504 1.234146 -1.377021 0.1 0.1 0.0
H -3.989425 -0.392905 -1.961303 0.0 -0.1 0.0
H -4.370553 -1.164888 -0.402154 0.0 0.0 -0.1
H -6.267302 0.537858 -2.080646 0.0 0.0 -0.1
H -6.337863 -1.221825 -1.888487 0.0 0.0 -0.1
H -7.957965 -0.034414 -0.368211 0.0 -0.1 0.0
H -6.749852 -0.953384 0.536778 0.0 -0.1 0.0
H -6.643020 2.037668 -0.054454 0.0 0.1 0.0
H -6.973404 1.305036 1.524279 0.0 0.0 0.0
H -4.600156 2.034259 1.323029 0.0 0.0 0.0
H -4.733111 0.271988 1.542034 0.0 0.1 0.0
```
Positions in Å, forces in eV/Å.

Properties
Structure (SMILES) = COC(=O)CCCCCCCCCCN1CCCCC1
Relative energy (zero: lowest compared OMol25 entry of this formula, charge and spin) = 3.26 kcal/mol
Frontier orbital gap = 9.1 eV
Highest occupied orbital energy = -8.24 eV
E = -23750.3015 eV

---

[4]
One molecule with the formula C15H20O, computed with ωB97M-V with the def2-TZVPD basis set.

```
36
Properties=species:S:1:pos:R:3:forces:R:3
O -5.474257 -1.746443 5.228657 0.5 0.8 0.0
C -5.015057 -0.763833 5.808527 -1.8 -2.6 -0.1
C -3.800884 -0.078531 5.458715 1.0 -0.3 -1.7
C -2.910707 -0.220332 4.407829 -1.7 0.1 2.2
C -2.990735 -1.187539 3.344708 -0.3 0.0 0.3
C -2.188328 -1.213473 2.270509 -0.3 0.3 1.6
C -1.005549 -0.435190 2.144296 2.4 0.5 -2.0
C -0.231684 -0.396077 1.012952 -1.5 -0.7 -0.8
C -0.563883 -1.134892 -0.295695 -0.2 -0.7 0.9
C 0.061028 -0.929873 -1.455906 0.6 1.9 0.4
C 1.029639 0.293646 -1.629788 1.4 -1.9 -0.2
C 0.452809 1.664450 -1.401957 0.2 0.4 0.8
C -0.423777 2.147467 -2.528937 1.2 0.3 0.1
C 0.272813 2.207239 -3.862267 -0.6 -0.7 -1.4
C 0.743090 0.736781 -4.195793 0.5 0.1 -1.5
C 1.638982 0.240354 -3.084205 0.6 1.9 1.8
H -5.611509 -0.500067 6.730668 0.9 0.6 -0.5
H -3.612386 0.680728 6.145535 0.6 1.4 1.0
H -2.138861 0.525249 4.515062 0.5 -0.1 -0.7
H -3.779975 -1.924631 3.437435 -0.1 0.2 -0.1
H -2.450691 -1.937030 1.559930 0.0 -0.8 -1.2
H -0.552183 0.108751 2.968305 -0.6 -0.1 0.2
H 0.672258 0.236356 0.997063 -0.5 -0.6 0.1
H -1.289469 -1.997555 -0.368600 0.7 1.1 0.9
H -0.133562 -1.619062 -2.284987 0.1 0.5 0.1
H 1.878704 0.128354 -0.819862 -1.4 0.3 -1.8
H 1.292414 2.377683 -1.285690 -0.2 -0.3 -0.1
H -0.066598 1.674502 -0.437657 -0.2 0.2 -0.2
H -1.243857 1.513990 -2.666240 -1.6 -1.0 0.1
H -0.772459 3.113114 -2.291388 -0.7 1.2 0.4
H 1.052502 2.975709 -3.871645 0.5 -0.5 0.1
H -0.469322 2.616372 -4.599030 0.6 -0.7 0.3
H 1.307830 0.612182 -5.220959 -1.1 0.5 1.9
H -0.091677 -0.010901 -4.239970 0.1 1.1 -0.2
H 1.942400 -0.733237 -3.219884 0.6 -2.4 -0.7
H 2.579975 0.806410 -3.065107 -0.2 0.2 -0.1
```
Positions in Å, forces in eV/Å.

Properties
Structure (SMILES) = O=C\C=C/C=C\C=C/C=C\C1CCCCC1
Relative energy (zero: lowest compared OMol25 entry of this formula, charge and spin) = 15.60 kcal/mol
Frontier orbital gap = 7.3 eV
Highest occupied orbital energy = -8.14 eV
E = -17923.6011 eV